C33H46N4O9SSiY as an isolated structure, computed with the ωB97M-V functional and the def2-TZVPD basis.

Properties
Net charge: +1
E_tot: -2907.14880 a.u.
2S+1: 1
ΔE to the lowest compared entry with this formula, charge and spin: 37.14 kcal/mol
Lowest unoccupied orbital energy: -2.511 eV

Element x y z (Å)
Y (-1.300, 1.388, -0.535)
C (-3.269, -1.154, -1.690)
C (-3.433, -1.380, -0.195)
O (-3.091, -0.144, 0.440)
C (-3.697, 0.168, 1.696)
C (-3.580, 1.672, 1.835)
O (-2.217, 2.074, 1.653)
C (-1.371, 2.225, 2.801)
C (-0.349, 1.096, 2.843)
O (0.009, 0.819, 1.492)
C (1.260, 0.155, 1.261)
C (0.980, -1.125, 0.476)
O (0.283, -0.684, -0.708)
C (-0.008, -1.682, -1.695)
C (-0.984, -1.041, -2.658)
O (-2.055, -0.432, -1.924)
H (-4.081, -0.533, -2.067)
H (-3.250, -2.106, -2.222)
H (-2.772, -2.173, 0.167)
H (-4.468, -1.645, 0.032)
H (-3.170, -0.354, 2.502)
H (-4.747, -0.132, 1.697)
H (-3.965, 2.038, 2.786)
H (-4.129, 2.148, 1.020)
H (-1.973, 2.231, 3.711)
H (-0.871, 3.187, 2.699)
H (-0.751, 0.192, 3.310)
H (0.527, 1.421, 3.407)
H (1.730, -0.103, 2.207)
H (1.895, 0.823, 0.678)
H (-0.871, -1.577, 1.132)
H (2.063, -2.714, -0.479)
H (-0.446, -2.559, -1.210)
H (0.895, -1.972, -2.231)
H (-1.370, -1.751, -3.387)
H (-0.495, -0.222, -3.191)
C (-4.523, 2.167, -2.869)
Si (-2.949, 3.047, -2.232)
C (-3.553, 4.725, -1.572)
C (-1.954, 3.434, -3.804)
H (-5.082, 2.824, -3.541)
H (-5.202, 1.878, -2.060)
H (-4.277, 1.267, -3.442)
H (-4.198, 5.216, -2.306)
H (-2.710, 5.390, -1.376)
H (-4.123, 4.631, -0.643)
H (-2.546, 4.046, -4.491)
H (-1.668, 2.526, -4.344)
H (-1.033, 3.983, -3.590)
O (3.851, 5.127, -2.218)
S (2.492, 4.979, -2.638)
O (2.124, 5.316, -3.977)
N (1.966, 3.448, -2.289)
C (1.051, 3.466, -1.388)
O (0.489, 2.387, -0.930)
C (0.662, 4.808, -0.864)
C (-0.291, 5.140, 0.082)
C (-0.469, 6.482, 0.396)
C (0.291, 7.466, -0.229)
C (1.244, 7.130, -1.186)
C (1.405, 5.794, -1.479)
H (-0.907, 4.376, 0.546)
H (-1.215, 6.769, 1.126)
H (0.133, 8.504, 0.029)
H (1.835, 7.886, -1.685)
C (0.632, -7.388, 0.190)
C (1.852, -6.596, 0.581)
C (2.282, -6.541, 1.903)
C (3.387, -5.786, 2.264)
C (4.100, -5.084, 1.304)
N (5.230, -4.315, 1.690)
C (5.571, -3.055, 1.270)
O (6.710, -2.644, 1.317)
N (4.548, -2.249, 0.767)
C (3.212, -2.176, 1.203)
C (2.866, -2.492, 2.455)
C (1.534, -2.657, 3.022)
C (0.334, -2.456, 2.467)
N (0.047, -2.001, 1.171)
C (2.281, -1.803, 0.084)
C (3.708, -5.167, -0.027)
C (2.587, -5.903, -0.376)
H (0.331, -8.065, 0.987)
H (0.822, -7.979, -0.707)
H (-0.210, -6.725, -0.023)
H (1.740, -7.091, 2.662)
H (3.698, -5.732, 3.301)
H (6.006, -4.803, 2.109)
H (4.926, -1.432, 0.309)
H (3.677, -2.735, 3.130)
H (1.515, -3.036, 4.035)
H (-0.554, -2.702, 3.036)
H (2.802, -1.120, -0.594)
H (4.291, -4.662, -0.787)
H (2.298, -5.970, -1.420)

***

A 10-piece molecular cluster, C33H46O30 overall at a distorted geometry, computed with the ωB97M-V functional and the def2-TZVPD basis.

Properties
SMILES: C[C@H]1COC(=O)O1.C[C@H]1COC(=O)O1.C[C@H]1COC(=O)O1.O=C1OCCO1.O=C1OCCO1.O=C1OCCO1.O=C1OCCO1.O=C1OCCO1.O=C1OCCO1.O=C1OCCO1
E_tot: -3542.35645 a.u.
2S+1: 1
ΔE to the lowest compared entry with this formula, charge and spin: 20.42 kcal/mol
Lowest unoccupied orbital energy: -0.279 eV

Element x y z (Å)
C (0.673, -4.191, -4.905)
C (0.738, -2.914, -4.135)
C (-0.615, -2.321, -3.637)
O (-0.347, -2.048, -2.280)
C (0.813, -2.602, -1.887)
O (1.177, -2.609, -0.748)
O (1.515, -3.015, -2.945)
H (-0.175, -4.151, -5.597)
H (0.439, -5.054, -4.278)
H (1.548, -4.371, -5.527)
H (1.261, -2.190, -4.774)
H (-1.413, -3.072, -3.679)
H (-0.975, -1.486, -4.234)
C (-3.593, -2.289, 0.543)
C (-3.364, -3.682, -0.037)
C (-1.910, -4.161, 0.017)
O (-1.995, -5.313, 0.865)
C (-3.264, -5.586, 1.163)
O (-3.609, -6.594, 1.710)
O (-4.088, -4.577, 0.810)
H (-3.178, -2.091, 1.526)
H (-4.635, -1.985, 0.477)
H (-3.013, -1.645, -0.134)
H (-3.691, -3.730, -1.078)
H (-1.203, -3.392, 0.319)
H (-1.706, -4.466, -1.012)
C (4.984, -1.518, -4.376)
C (4.505, -0.121, -3.990)
C (3.883, 0.704, -5.103)
O (2.719, 1.295, -4.534)
C (2.423, 0.624, -3.408)
O (1.435, 0.784, -2.769)
O (3.319, -0.348, -3.188)
H (5.906, -1.569, -4.955)
H (4.202, -2.102, -4.854)
H (5.260, -1.984, -3.427)
H (5.201, 0.457, -3.383)
H (3.708, 0.166, -6.037)
H (4.606, 1.453, -5.439)
O (-5.821, 0.196, 1.605)
C (-4.987, 0.918, 2.058)
O (-4.158, 1.689, 1.350)
C (-3.618, 2.745, 2.179)
C (-3.803, 2.101, 3.558)
O (-4.892, 1.213, 3.390)
H (-2.579, 2.779, 1.858)
H (-4.165, 3.661, 1.958)
H (-3.992, 2.885, 4.290)
H (-2.902, 1.581, 3.871)
O (1.508, 3.711, -0.179)
C (0.530, 4.308, -0.462)
O (0.358, 5.001, -1.617)
C (-1.003, 5.415, -1.668)
C (-1.419, 5.392, -0.203)
O (-0.564, 4.417, 0.321)
H (-1.120, 6.407, -2.097)
H (-1.624, 4.719, -2.236)
H (-2.472, 5.148, -0.063)
H (-1.356, 6.411, 0.193)
O (4.872, 1.527, 2.756)
C (4.595, 0.615, 2.054)
O (4.398, -0.680, 2.430)
C (3.733, -1.393, 1.387)
C (4.195, -0.559, 0.175)
O (4.366, 0.725, 0.722)
H (4.025, -2.439, 1.365)
H (2.650, -1.335, 1.489)
H (3.468, -0.518, -0.633)
H (5.111, -1.026, -0.201)
O (-0.188, -1.496, 2.999)
C (-0.313, -0.704, 2.126)
O (-1.489, -0.403, 1.541)
C (-1.230, 0.642, 0.567)
C (0.254, 0.549, 0.337)
O (0.722, -0.072, 1.527)
H (-1.919, 0.412, -0.245)
H (-1.599, 1.555, 1.039)
H (0.769, 1.472, 0.068)
H (0.509, -0.041, -0.550)
O (-1.920, 0.032, -2.715)
C (-1.304, 0.796, -3.387)
O (-0.839, 0.514, -4.615)
C (-0.062, 1.588, -5.144)
C (-0.399, 2.735, -4.178)
O (-0.936, 2.035, -3.047)
H (0.979, 1.290, -5.012)
H (-0.390, 1.739, -6.168)
H (-1.254, 3.335, -4.497)
H (0.490, 3.285, -3.886)
O (-1.066, 2.735, 4.423)
C (0.084, 2.606, 4.103)
O (1.065, 2.586, 4.990)
C (2.295, 2.380, 4.338)
C (2.011, 2.824, 2.901)
O (0.584, 2.686, 2.852)
H (3.123, 2.868, 4.847)
H (2.577, 1.323, 4.353)
H (2.503, 2.179, 2.176)
H (2.291, 3.823, 2.562)
O (-2.706, -1.975, 8.970)
C (-2.247, -1.973, 7.876)
O (-1.911, -0.844, 7.188)
C (-1.200, -1.160, 6.006)
C (-1.467, -2.670, 5.862)
O (-1.962, -3.044, 7.140)
H (-1.519, -0.514, 5.197)
H (-0.122, -1.067, 6.187)
H (-0.728, -3.242, 5.314)
H (-2.359, -2.705, 5.222)